(1)
DFT (ωB97M-V/def2-TZVPD) results for 2 unconnected molecules or ions with the total composition C6H10ClNOS at a distorted geometry.

Properties
SMILES ... ClC[C@@H]1CN1.S=C1COC1
Strongest force on any atom ... 6.61 eV/A
Kohn-Sham gap ... 8.642 eV
Total energy ... -33275.250 eV
Highest occupied orbital energy ... -8.9 eV
Relative energy (zero: lowest compared OMol25 entry of this formula, charge and spin) ... 31.7 kcal/mol

Each line ends with the Löwdin charge.
Geometry (Å):
C (1.36574, 2.05350, -3.06725)  -0.764
C (0.46183, 2.63766, -2.00773)  -0.183
C (0.51528, 2.79943, -4.06847)  -0.184
C (-0.62943, -0.73406, 2.26427)  -0.627
C (-0.53110, -2.03544, 3.01780)  -0.422
C (-0.40849, -3.24876, 2.16684)  -0.269
H (-0.12541, 1.89959, -1.44898)  0.126
H (0.95541, 3.32077, -1.30585)  0.130
H (1.04291, 3.58460, -4.62458)  0.129
H (-0.03982, 2.15864, -4.76661)  0.129
H (-1.27539, -0.06106, 2.82871)  0.079
H (-0.90264, -0.84144, 1.12291)  0.121
H (-0.23927, -1.94757, 4.08715)  0.145
H (0.26357, -4.10976, 2.64623)  0.151
H (-0.22850, -3.21250, 1.09065)  0.105
H (-1.93977, -3.47303, 3.36067)  0.122
N (-1.64338, -2.88977, 2.54656)  -0.013
O (-0.30630, 3.31844, -3.01101)  -0.118
S (2.63960, 1.08445, -3.11404)  0.736
Cl (1.02517, -0.30369, 2.28273)  0.608

---

(2)
DFT (ωB97M-V/def2-TZVPD) results for a molecular structure, C39H36BCl3FN5O6PTl.

Properties
Strongest force on any atom ... 0.48 eV/A
Kohn-Sham gap ... 6.734 eV
Total energy ... -115713.523 eV
Highest occupied orbital energy ... -2.8 eV
Relative energy (zero: lowest compared OMol25 entry of this formula, charge and spin) ... 36.6 kcal/mol
Charge ... -2

Each line ends with the Löwdin charge.
Geometry (Å):
Tl (0.79989, -1.03236, 1.15733)  1.020
O (4.00434, -1.34094, 4.02438)  0.012
C (3.30235, -1.50683, 3.03373)  -0.736
O (2.60225, -0.59218, 2.45896)  -0.193
C (3.25727, -2.89923, 2.38524)  -0.247
P (2.78077, -2.75087, 0.63824)  1.050
C (2.61324, -4.44826, 0.01969)  -0.333
C (1.33504, -4.95669, -0.19466)  -0.066
C (1.17359, -6.27554, -0.60654)  -0.073
C (2.28385, -7.08113, -0.80219)  -0.101
C (3.56345, -6.57547, -0.59178)  -0.106
C (3.72832, -5.26305, -0.18147)  -0.097
C (4.24684, -2.11960, -0.22883)  -0.377
C (5.30581, -1.50405, 0.43280)  -0.075
C (6.36145, -0.96719, -0.29277)  -0.087
C (6.36918, -1.03922, -1.67750)  -0.102
C (5.31368, -1.64959, -2.34261)  -0.094
C (4.25765, -2.18242, -1.62273)  -0.111
H (2.42724, -3.43601, 2.85079)  0.085
H (4.19455, -3.43060, 2.54885)  0.095
H (0.46836, -4.31941, -0.06931)  0.084
H (0.16904, -6.63936, -0.78244)  0.081
H (2.15683, -8.10830, -1.12465)  0.092
H (4.43209, -7.20374, -0.75052)  0.091
H (4.72470, -4.86321, -0.02834)  0.104
H (5.30947, -1.41978, 1.51229)  0.104
H (7.17304, -0.47864, 0.23241)  0.099
H (7.18986, -0.60926, -2.23881)  0.093
H (5.30145, -1.69142, -3.42448)  0.100
H (3.42291, -2.63617, -2.14584)  0.118
Cl (3.97220, 6.10547, -0.10746)  0.586
C (2.89867, 4.85244, -0.70179)  -0.712
C (3.23675, 3.51717, -0.55266)  -0.167
C (2.39900, 2.54339, -1.05862)  -0.573
Cl (2.87638, 0.87965, -0.87288)  0.774
C (1.17908, 2.80288, -1.77991)  -0.540
O (0.44331, 1.92143, -2.27135)  -0.096
C (0.89771, 4.21568, -1.83929)  -0.586
Cl (-0.56316, 4.69409, -2.66624)  0.653
C (1.71910, 5.20363, -1.34034)  -0.183
H (4.14514, 3.22590, -0.04253)  0.102
H (1.44377, 6.24342, -1.45614)  0.093
N (-0.92791, -0.57265, -2.26734)  0.202
C (-0.88911, -1.85234, -1.82131)  -0.535
O (0.06872, -2.25885, -1.12451)  -0.116
C (-1.98148, -2.71952, -2.18007)  -0.212
C (-3.06672, -2.25090, -2.94198)  -0.269
N (-3.94090, -1.82261, -3.57315)  0.103
C (-1.95677, -4.06908, -1.77707)  -0.241
N (-1.94223, -5.18496, -1.46707)  0.112
H (-1.70876, -0.25530, -2.81624)  0.101
H (-0.13938, 0.06491, -2.18289)  0.074
C (1.08462, 5.42612, 2.57038)  -0.029
C (0.93426, 3.99010, 2.94076)  -0.306
C (0.83971, 3.35687, 4.16195)  -0.003
C (0.74020, 1.97882, 3.86339)  -0.339
N (0.76677, 1.78741, 2.55625)  0.078
N (0.88963, 3.01055, 2.01800)  0.060
C (0.65942, 0.81019, 4.79121)  -0.021
H (0.90846, 6.05621, 3.44157)  0.071
H (0.37457, 5.70941, 1.79099)  0.078
H (2.08456, 5.63902, 2.18889)  0.052
H (0.85338, 3.82582, 5.13272)  0.094
H (0.91124, 3.10674, 1.01244)  0.137
H (0.73512, 1.13473, 5.82975)  0.069
H (1.47432, 0.11618, 4.58200)  0.064
H (-0.28052, 0.26875, 4.66915)  0.080
F (0.35688, -2.63358, 2.53223)  -0.532
C (-7.12583, 2.44204, -1.77320)  -0.082
C (-6.56228, 1.18087, -1.11788)  -0.562
C (-7.38677, 0.89112, 0.14428)  -0.057
C (-6.72071, 0.01771, -2.10717)  -0.058
C (-5.08777, 1.33194, -0.73770)  -0.171
C (-4.37622, 2.51152, -0.95451)  -0.026
C (-3.02210, 2.64660, -0.63671)  0.028
C (-2.40882, 1.55085, -0.08616)  -0.189
O (-1.09910, 1.38443, 0.28932)  0.128
B (-1.00987, 0.06368, 0.67728)  -0.629
O (-2.24426, -0.56218, 0.66913)  0.159
C (-3.10298, 0.37339, 0.14453)  -0.178
C (-4.43085, 0.23211, -0.16867)  0.064
H (-8.17304, 2.27498, -2.03705)  0.077
H (-6.58537, 2.69384, -2.68745)  0.085
H (-7.08284, 3.30199, -1.10048)  0.080
H (-8.44330, 0.76785, -0.11170)  0.077
H (-7.29719, 1.71051, 0.86145)  0.085
H (-7.05041, -0.02219, 0.63664)  0.076
H (-7.77125, -0.08879, -2.39580)  0.077
H (-6.39214, -0.92820, -1.67815)  0.073
H (-6.12572, 0.18292, -3.00561)  0.081
H (-4.87117, 3.36022, -1.40529)  0.093
H (-2.46747, 3.55112, -0.84415)  0.086
H (-4.92703, -0.71496, -0.00498)  0.129

---

(3)
DFT (ωB97M-V/def2-TZVPD) results for 5 unconnected molecules or ions with the total composition CH13NO4 at a distorted geometry.

Properties
SMILES ... CN.O.O.O.O
Strongest force on any atom ... 2.09 eV/A
Kohn-Sham gap ... 10.053 eV
Total energy ... -10927.590 eV
Highest occupied orbital energy ... -9.3 eV
Relative energy (zero: lowest compared OMol25 entry of this formula, charge and spin) ... 24.5 kcal/mol

Each line ends with the Löwdin charge.
Geometry (Å):
C (1.77887, 0.94754, -0.12698)  -0.160
N (1.14528, -0.16539, 0.66871)  -0.077
H (1.78428, 1.85224, 0.48038)  0.062
H (2.79447, 0.65539, -0.42323)  0.068
H (1.11355, 1.13174, -0.99464)  0.065
H (0.45563, 0.30803, 1.25658)  0.035
H (1.80799, -0.48748, 1.37260)  0.059
H (-1.27848, -2.93389, -3.68797)  0.023
H (0.09759, -2.15393, -3.92940)  0.037
O (-0.32959, -2.98679, -3.70115)  -0.058
H (-0.00552, -0.96513, -1.00803)  0.038
H (-1.03415, -1.96417, -0.87029)  0.037
O (-1.00922, -1.00611, -0.98686)  -0.105
H (-0.95600, 0.62806, 4.01310)  0.044
H (-0.02980, 1.84369, 4.18853)  0.031
O (-0.13607, 1.03187, 3.69175)  -0.056
H (-2.76336, 1.67417, 0.27297)  0.030
H (-1.62978, 0.98080, -0.46237)  -0.006
O (-1.80568, 1.60936, 0.24632)  -0.067